1.
Density functional theory data (wB97M-V/def2-TZVPD) for a 3-piece molecular cluster, C24H37N3O8S4 overall in a non-equilibrium geometry.

The geometry in XYZ format:
```
76
Properties=species:S:1:pos:R:3
S 4.5600 3.2336 -6.1108
S -4.9841 1.3182 -2.7950
S -2.5372 -3.6505 4.9664
S -3.2472 -1.0948 -2.7078
O 4.1135 2.5885 -7.4972
O 4.3731 4.6492 -6.1689
O 4.0019 2.4600 -5.0426
O -2.6581 -2.2823 5.3663
O -1.6556 1.3914 0.7019
O -3.5658 -4.5325 5.8042
O -1.2657 -4.3097 4.9543
O 2.4303 0.9632 2.8560
N 2.8933 0.4723 -0.0710
N -4.6158 -0.0869 -0.5949
N -5.1497 -1.0622 1.3094
C 6.2807 2.8873 -6.2453
C -1.0982 0.4798 -2.0432
C -4.3438 0.0947 -1.9609
C 2.7943 2.9459 0.0640
C 1.6305 0.3965 2.1459
C -5.0323 -1.2395 0.0608
C -0.7343 0.6260 0.8978
C 0.3405 0.6499 -1.5236
C -4.5204 0.8439 0.3956
C -3.3558 -3.6803 8.1011
C 0.4795 0.5857 -0.0116
C -3.3033 -3.8410 3.3921
C 1.6464 0.4971 0.6233
C 0.4908 -0.4504 2.7026
C -3.2263 -4.8656 7.1639
C 3.2161 1.6147 -0.5524
C 4.0281 1.7079 -1.8215
C 0.6518 -1.4151 3.8706
C 2.7040 2.4260 -7.7500
C -1.7268 -0.8759 -1.6863
C -4.8285 0.2747 1.5734
C 2.1075 -1.6723 4.2826
C -0.6687 -0.3165 2.0718
C 2.0124 3.7421 -8.0484
H 2.0225 4.4011 -7.1813
H 0.6778 1.6504 -1.8352
H -2.7601 -3.2112 2.6902
H 5.0871 1.9330 -1.6517
H 2.6268 1.7703 -8.6157
H -3.2427 -4.8833 3.0903
H 2.0916 -2.5172 4.9839
H -3.9229 -5.6457 7.4661
H 0.2028 -2.3590 3.5359
H 0.0220 -1.0663 4.6954
H -1.5673 -0.8607 2.3607
H -1.0500 0.5226 -3.1404
H -1.0367 -1.7083 -1.8472
H 3.3763 3.7723 -0.3585
H 3.9006 0.8178 -2.4397
H -5.2151 -2.1400 -0.5102
H 3.6234 2.5514 -2.3956
H 2.5120 -0.8209 4.8343
H 0.9723 3.5705 -8.3271
H -4.2123 1.8781 0.3371
H 6.4306 1.8111 -6.2307
H -2.6319 -2.9031 7.8602
H -1.7356 1.3197 -1.7548
H -2.0886 -0.9329 -0.6527
H 6.7699 3.3497 -5.3904
H -4.3374 -3.5120 3.4606
H -3.1844 -3.9903 9.1325
H 2.7518 -1.9675 3.4513
H 0.9975 -0.0947 -1.9873
H 6.6553 3.3227 -7.1681
H 2.9207 2.9500 1.1470
H -2.2229 -5.2940 7.2037
H 2.2315 1.9116 -6.9109
H -4.3479 -3.2350 8.0217
H -4.8298 0.7253 2.5514
H 2.5182 4.2661 -8.8597
H 1.7575 3.1450 -0.2377
```

Properties
E_HOMO	-8.8	eV
SMILES	CCC1=CC(=O)C(CCCSC(=S)n2ccnc2)=C(N=C(C)C)C1=O.CCOS(C)(=O)=O.CCOS(C)(=O)=O
charge	0
electronic energy	-89676.2245	eV
multiplicity	1
strongest force on any atom	2.3	eV/Å

The Löwdin scheme yields these atomic charges, measured in e: number 1, S, carries 0.572; number 2, S, carries 0.730; number 3, S, carries 0.557; number 4, S, carries 0.880; number 5, O, carries -0.262; number 6, O, carries -0.270; number 7, O, carries -0.281; number 8, O, carries -0.279; number 9, O, carries 0.092; number 10, O, carries -0.261; number 11, O, carries -0.280; number 12, O, carries 0.125; number 13, N, carries 0.163; number 14, N, carries -0.141; number 15, N, carries 0.065; number 16, C, carries -0.120; number 17, C, carries -0.261; number 18, C, carries -1.098; number 19, C, carries -0.011; number 20, C, carries -0.253; number 21, C, carries -0.199; number 22, C, carries -0.320; number 23, C, carries -0.116; number 24, C, carries -0.130; number 25, C, carries -0.075; number 26, C, carries -0.095; number 27, C, carries -0.117; number 28, C, carries -0.171; number 29, C, carries -0.123; number 30, C, carries -0.252; number 31, C, carries -0.366; number 32, C, carries -0.037; number 33, C, carries -0.180; number 34, C, carries -0.251; number 35, C, carries -0.430; number 36, C, carries -0.109; number 37, C, carries -0.093; number 38, C, carries 0.057; number 39, C, carries -0.075; number 40, H, carries 0.069; number 41, H, carries 0.121; number 42, H, carries 0.061; number 43, H, carries 0.089; number 44, H, carries 0.121; number 45, H, carries 0.076; number 46, H, carries 0.074; number 47, H, carries 0.121; number 48, H, carries 0.105; number 49, H, carries 0.120; number 50, H, carries 0.124; number 51, H, carries 0.107; number 52, H, carries 0.091; number 53, H, carries 0.081; number 54, H, carries 0.078; number 55, H, carries 0.123; number 56, H, carries 0.071; number 57, H, carries 0.073; number 58, H, carries 0.082; number 59, H, carries 0.122; number 60, H, carries 0.075; number 61, H, carries 0.068; number 62, H, carries 0.102; number 63, H, carries 0.063; number 64, H, carries 0.077; number 65, H, carries 0.075; number 66, H, carries 0.081; number 67, H, carries 0.081; number 68, H, carries 0.128; number 69, H, carries 0.076; number 70, H, carries 0.082; number 71, H, carries 0.115; number 72, H, carries 0.115; number 73, H, carries 0.086; number 74, H, carries 0.104; number 75, H, carries 0.086; number 76, H, carries 0.090

---

2.
Density functional theory data (wB97M-V/def2-TZVPD) for C24H37N8O3S4Ti as an isolated structure in a non-equilibrium geometry.

The geometry in XYZ format:
```
77
Properties=species:S:1:pos:R:3
Ti -0.0227 -0.1296 0.7751
S -1.6681 3.9294 -0.5041
S -0.2733 1.9535 2.4240
S 1.6870 -1.6501 -1.0791
S 2.5606 2.2637 -1.7802
O 1.1185 -2.6072 -1.9645
O 0.9723 -1.6154 0.2751
O -1.0171 1.0086 -0.6430
N -2.7646 -2.2991 -0.9342
N 1.7050 1.0087 0.3091
N 0.3369 -0.9760 2.7547
N 7.4401 -2.0242 0.0654
N 1.5946 -0.2138 -1.7353
N -0.6348 4.6392 -2.8427
N -1.9765 -0.3631 1.6149
N -2.0769 6.1255 -1.8663
C -3.0712 -4.3873 -2.0740
C -1.2824 0.6049 -2.0244
C 4.2880 -1.7099 -1.7414
C -2.0216 1.7354 2.9233
C -4.0086 -2.3897 -2.9670
C -3.4921 -1.6904 -1.8850
C 5.1755 -2.2298 0.8451
C -2.7455 0.8522 1.9123
C -1.4361 4.9593 -1.8203
C 2.2011 2.2387 0.7277
C 1.8806 0.8647 -1.0063
C -0.8378 -1.3733 3.5586
C -3.7843 -0.2132 -1.7557
C 3.3783 -1.8997 -0.7008
C 3.8244 -2.1604 0.5898
C -2.7557 0.7460 -2.4000
C -2.0670 -1.4171 2.6448
C 1.3020 -0.1263 3.4770
C -3.7948 -3.7544 -3.0681
C 6.1112 -2.0211 -0.1847
C -2.5800 -3.6216 -1.0371
C 2.6755 3.0411 -0.2370
C 5.6350 -1.7782 -1.4891
C 0.6719 1.2230 3.8217
H 3.9148 -1.5210 -2.7402
H -3.7381 0.6112 2.3035
H -0.0607 3.8181 -2.7813
H 6.3437 -1.6382 -2.2949
H -0.9892 -0.6506 4.3565
H 3.1088 -2.3394 1.3818
H -2.2955 -0.7937 0.7337
H -0.4509 5.2834 -3.5949
H -2.4557 2.7334 2.9308
H -1.9580 6.7763 -2.6252
H 2.1604 0.0243 2.8201
H -2.0039 -4.0846 -0.2467
H 1.4466 1.9398 4.0877
H 0.8155 -1.8167 2.4429
H -2.8158 0.6219 -3.4833
H -2.9769 -1.3068 3.2377
H -0.6875 -2.3437 4.0332
H -0.9237 -0.4074 -2.1675
H -0.0097 1.1570 4.6662
H -2.7195 6.3661 -1.1328
H -2.8761 1.4236 0.9936
H -2.1126 -2.3837 2.1418
H 2.2128 2.4984 1.7741
H 8.0986 -1.9579 -0.6894
H -4.7357 -0.0377 -2.2569
H 7.7987 -2.2712 0.9698
H 1.6477 -0.6035 4.3993
H -2.8940 -5.4525 -2.1030
H 5.5276 -2.4475 1.8452
H -3.0577 1.7682 -2.1615
H -2.0536 1.3349 3.9349
H -4.5969 -1.8708 -3.7119
H -3.9259 0.0577 -0.7075
H -4.2054 -4.3166 -3.8958
H -1.1729 2.0038 -0.6220
H -0.6970 1.2524 -2.6801
H 3.0902 4.0295 -0.1356
```

Properties
E_HOMO (alpha / beta)	-12.7 / -12.7	eV
charge	+2
electronic energy	-109999.0462	eV
ΔE to the lowest compared entry with this formula, charge and spin	116.3	kJ/mol
multiplicity	2
strongest force on any atom	2.1	eV/Å

The Löwdin scheme yields these atomic charges, measured in e: number 1, Ti, carries 0.944; number 2, S, carries 0.709; number 3, S, carries 0.964; number 4, S, carries 0.698; number 5, S, carries 1.103; number 6, O, carries -0.230; number 7, O, carries -0.428; number 8, O, carries -0.283; number 9, N, carries 0.097; number 10, N, carries -0.091; number 11, N, carries -0.154; number 12, N, carries 0.144; number 13, N, carries -0.131; number 14, N, carries 0.123; number 15, N, carries -0.166; number 16, N, carries 0.116; number 17, C, carries -0.045; number 18, C, carries -0.189; number 19, C, carries -0.048; number 20, C, carries -0.356; number 21, C, carries -0.009; number 22, C, carries -0.283; number 23, C, carries -0.011; number 24, C, carries -0.233; number 25, C, carries -0.890; number 26, C, carries -0.264; number 27, C, carries -0.743; number 28, C, carries -0.131; number 29, C, carries -0.119; number 30, C, carries -0.302; number 31, C, carries -0.061; number 32, C, carries -0.141; number 33, C, carries -0.126; number 34, C, carries -0.219; number 35, C, carries -0.033; number 36, C, carries -0.296; number 37, C, carries -0.127; number 38, C, carries -0.350; number 39, C, carries -0.001; number 40, C, carries -0.364; number 41, H, carries 0.128; number 42, H, carries 0.141; number 43, H, carries 0.072; number 44, H, carries 0.124; number 45, H, carries 0.110; number 46, H, carries 0.104; number 47, H, carries 0.083; number 48, H, carries 0.123; number 49, H, carries 0.093; number 50, H, carries 0.124; number 51, H, carries 0.114; number 52, H, carries 0.107; number 53, H, carries 0.091; number 54, H, carries 0.117; number 55, H, carries 0.130; number 56, H, carries 0.139; number 57, H, carries 0.142; number 58, H, carries 0.106; number 59, H, carries 0.081; number 60, H, carries 0.106; number 61, H, carries 0.098; number 62, H, carries 0.129; number 63, H, carries 0.089; number 64, H, carries 0.113; number 65, H, carries 0.121; number 66, H, carries 0.113; number 67, H, carries 0.142; number 68, H, carries 0.115; number 69, H, carries 0.119; number 70, H, carries 0.097; number 71, H, carries 0.087; number 72, H, carries 0.122; number 73, H, carries 0.100; number 74, H, carries 0.120; number 75, H, carries -0.074; number 76, H, carries 0.118; number 77, H, carries 0.084

---

3.
Density functional theory data (wB97M-V/def2-TZVPD) for C24H38AlBBrCl3F5KN2NaO10S as an isolated structure in a non-equilibrium geometry.

The geometry in XYZ format:
```
88
Properties=species:S:1:pos:R:3
Br -5.6400 1.3709 -1.1274
K 1.4923 -0.5685 0.2771
Cl 9.3696 -5.2948 -2.7717
Cl 3.1225 -4.5307 -0.9110
Cl 0.5829 -3.6645 -4.1323
S -5.7997 3.1649 5.1624
Al -4.2166 0.6827 1.2007
Na 5.4207 -5.3513 -0.6820
F 3.2035 -2.0362 -5.0030
F 2.8186 -1.3888 -1.4032
F 4.6939 -1.9717 -3.2109
F 1.6746 -0.8385 -3.3579
F -4.5418 -0.4412 -0.4894
O 4.9898 6.5193 -1.6757
O -4.0522 -3.1666 -2.1187
O 9.5594 -4.1577 -1.8951
O -4.5789 2.4273 4.6986
O -4.7865 -2.5182 -4.2436
O 7.0390 5.9756 -2.1436
O 8.0841 -5.9063 -2.4928
O 10.4211 -6.2609 -2.5456
O 0.6189 1.3013 4.1973
O 9.4041 -4.8548 -4.1488
N 5.8439 5.7194 -2.0457
N -8.1267 6.7979 5.2460
C -3.6797 -4.7572 -4.2809
C 5.9312 2.1181 -3.0805
C -9.1324 6.4184 4.8236
C -5.2516 4.4628 6.2911
C 5.4060 4.3634 -2.3890
C -1.5954 -3.2572 -1.6710
C 3.4348 -2.5194 -3.6506
C 1.8027 1.7890 4.8474
C -0.3103 -2.2778 -1.7909
C 3.6429 2.7416 -2.6177
C 2.2645 -1.9770 -2.6333
C 6.3497 3.4116 -2.7786
C 0.8048 -5.7405 -1.8792
C 4.5816 1.7842 -2.9971
C -0.4750 2.1728 4.5224
C 4.0519 4.0367 -2.3112
C -2.9015 -2.2978 -1.9034
C -4.1908 -3.4140 -3.5520
C 1.3539 -4.2908 -1.3849
C 1.8785 -6.5661 -2.7909
C -0.0017 3.0688 5.6485
C -10.4104 5.9365 4.2879
C 1.4791 3.1755 5.3657
C -6.3022 4.2743 3.8292
B 1.0424 -3.0454 -2.4031
H -4.8560 3.9918 7.1922
H -0.5152 4.0317 5.6704
H -11.0718 5.5825 5.0829
H 2.0409 1.1036 5.6672
H -7.1163 4.9137 4.1751
H 0.7796 -4.0698 -0.3935
H 2.3621 -7.4285 -2.1777
H -0.7164 2.7558 3.6264
H 2.6473 -5.8990 -3.3175
H -3.0347 -1.5550 -1.0258
H 2.0743 3.4539 6.2371
H 3.3106 4.7717 -2.0140
H -10.2671 5.1062 3.5911
H 3.4774 -3.6665 -3.6404
H 2.5915 2.4761 -2.5575
H 2.6365 1.7898 4.1405
H -0.0175 -1.9974 -0.6838
H -4.5646 -5.4032 -4.6670
H 6.6579 1.3684 -3.3782
H -2.9621 -4.5022 -5.1545
H -4.4683 5.0603 5.8211
H 1.2612 -7.0983 -3.6172
H -0.6378 -1.3739 -2.4170
H -2.7599 -1.7007 -2.8956
H -1.3496 1.5787 4.7979
H -0.1607 2.5734 6.6122
H 1.6539 3.9184 4.5800
H 7.4043 3.6583 -2.8476
H -5.4549 4.8838 3.5101
H -1.6653 -4.0592 -2.4857
H -6.6502 3.6702 2.9889
H -6.0995 5.0964 6.5573
H 0.6914 -6.3738 -0.9053
H -10.9432 6.7242 3.7490
H -1.6655 -3.6557 -0.5941
H -0.2353 -5.7129 -2.3556
H 4.2595 0.7722 -3.2281
H -3.0730 -5.4573 -3.5804
```

Properties
E_HOMO	-9.9	eV
charge	+1
electronic energy	-208983.5182	eV
multiplicity	1
strongest force on any atom	6.1	eV/Å

The Löwdin scheme yields these atomic charges, measured in e: number 1, Br, carries 0.581; number 2, K, carries 0.961; number 3, Cl, carries 0.643; number 4, Cl, carries 0.657; number 5, Cl, carries 0.674; number 6, S, carries 0.809; number 7, Al, carries 0.814; number 8, Na, carries 0.628; number 9, F, carries -0.001; number 10, F, carries -0.194; number 11, F, carries -0.010; number 12, F, carries -0.028; number 13, F, carries -0.596; number 14, O, carries 0.067; number 15, O, carries -0.098; number 16, O, carries -0.351; number 17, O, carries -0.616; number 18, O, carries 0.043; number 19, O, carries 0.081; number 20, O, carries -0.416; number 21, O, carries -0.318; number 22, O, carries -0.165; number 23, O, carries -0.321; number 24, N, carries -0.341; number 25, N, carries 0.139; number 26, C, carries -0.003; number 27, C, carries -0.050; number 28, C, carries -0.261; number 29, C, carries -0.255; number 30, C, carries -0.143; number 31, C, carries -0.154; number 32, C, carries -0.168; number 33, C, carries -0.204; number 34, C, carries -0.194; number 35, C, carries -0.078; number 36, C, carries -0.267; number 37, C, carries 0.010; number 38, C, carries -0.274; number 39, C, carries -0.067; number 40, C, carries -0.211; number 41, C, carries -0.009; number 42, C, carries -0.189; number 43, C, carries -0.348; number 44, C, carries -0.524; number 45, C, carries -0.148; number 46, C, carries -0.172; number 47, C, carries -0.061; number 48, C, carries -0.171; number 49, C, carries -0.268; number 50, B, carries -1.011; number 51, H, carries 0.054; number 52, H, carries 0.118; number 53, H, carries 0.088; number 54, H, carries 0.121; number 55, H, carries 0.004; number 56, H, carries 0.105; number 57, H, carries 0.084; number 58, H, carries 0.112; number 59, H, carries 0.053; number 60, H, carries 0.098; number 61, H, carries 0.122; number 62, H, carries 0.116; number 63, H, carries 0.080; number 64, H, carries 0.141; number 65, H, carries 0.098; number 66, H, carries 0.114; number 67, H, carries 0.027; number 68, H, carries 0.107; number 69, H, carries 0.117; number 70, H, carries 0.107; number 71, H, carries 0.062; number 72, H, carries 0.090; number 73, H, carries 0.113; number 74, H, carries 0.143; number 75, H, carries 0.115; number 76, H, carries 0.122; number 77, H, carries 0.119; number 78, H, carries 0.124; number 79, H, carries 0.063; number 80, H, carries 0.076; number 81, H, carries 0.040; number 82, H, carries 0.046; number 83, H, carries 0.116; number 84, H, carries 0.088; number 85, H, carries 0.128; number 86, H, carries 0.089; number 87, H, carries 0.094; number 88, H, carries 0.082